No. 1
Below is an isolated molecule of C4H8ClN, with properties calculated with ωB97M-V/def2-TZVPD.

Each atom is followed by the atoms it is bonded to, with distances in Å.
CARTESIAN COORDINATES (ANGSTROEM)
1 C 1.437 -0.375 -0.918  H5 1.079, H6 1.086, H7 1.069, N13 1.421
2 C -0.199 -0.667 0.851  C3 1.655, H9 1.129, H10 1.148, N13 1.398
3 C -1.473 0.162 0.197  C2 1.655, C4 1.364, Cl14 1.683
4 C -1.339 1.511 0.037  C3 1.364, H11 1.087, H12 1.131
5 H 1.410 -1.392 -1.280  C1 1.079
6 H 2.482 -0.104 -1.035  C1 1.086
7 H 0.810 0.120 -1.628  C1 1.069
8 H 1.719 -0.210 1.178  N13 1.031
9 H -0.402 -1.743 0.575  C2 1.129
10 H -0.209 -0.625 1.998  C2 1.148
11 H -2.059 2.185 -0.421  C4 1.087
12 H -0.300 1.891 0.267  C4 1.131
13 N 1.023 -0.141 0.420  C1 1.421, C2 1.398, H8 1.031
14 Cl -2.901 -0.612 -0.242  C3 1.683

- E: -672.1000 hartree
- Frontier orbital gap: 9.842 eV
- SMILES: C=C(Cl)CNC
- Largest force on an atom: 3.9 eV/Å
- E_HOMO: -8.87 eV
- Molecular weight: 105.568 g/mol
- ΔE to the lowest compared entry with this formula, charge and spin: 96.4 kJ/mol
- Charge: 0

Atom charges from the Mulliken analysis, given in e for atoms 1 to 8:
1 C -0.9484
2 C -0.5515
3 C 0.3333
4 C -0.7424
5 H 0.3322
6 H 0.3445
7 H 0.2834
8 H 0.2377

***

No. 2
Below is a cluster of 2 separate species, C7H17INO6P in total, with properties calculated with ωB97M-V/def2-TZVPD.

Each atom is followed by the atoms it is bonded to, with distances in Å.
CARTESIAN COORDINATES (ANGSTROEM)
1 O -1.753 2.412 2.206  C2 1.189
2 C -1.377 2.212 1.095  O1 1.189, O3 1.356, C4 1.533
3 O -2.168 2.241 -0.005  C2 1.356, H15 0.966
4 C 0.118 2.109 0.773  C2 1.533, N5 1.515, H16 1.086, H17 1.090
5 N 0.657 0.769 0.314  C4 1.515, C6 1.510, C10 1.495, H18 1.025
6 C -0.341 -0.173 -0.316  N5 1.510, C7 1.514, H19 1.089, H20 1.090
7 C 0.354 -1.196 -1.189  C6 1.514, C8 1.517, H21 1.107, H22 1.097
8 C 0.432 -2.632 -0.703  C7 1.517, I9 2.129, H23 1.090, H24 1.087
9 I -1.501 -3.438 -0.319  C8 2.129
10 C 1.547 0.123 1.326  N5 1.495, P11 1.829, H25 1.089, H26 1.091
11 P 0.797 -0.777 2.730  C10 1.829, O12 1.457, O13 1.586, O14 1.602
12 O 0.949 -2.225 2.656  P11 1.457
13 O -0.669 -0.172 2.758  P11 1.586, H27 0.967
14 O 1.557 -0.097 3.965  P11 1.602, H28 0.969
15 H -2.782 1.497 -0.046  O3 0.966
16 H 0.653 2.406 1.670  C4 1.086
17 H 0.343 2.823 -0.020  C4 1.090
18 H 1.270 0.978 -0.481  N5 1.025
19 H -0.926 0.464 -0.978  C6 1.089
20 H -0.991 -0.613 0.440  C6 1.090
21 H -0.196 -1.080 -2.143  C7 1.107
22 H 1.350 -0.825 -1.464  C7 1.097
23 H 1.032 -2.806 0.190  C8 1.090
24 H 0.837 -3.248 -1.502  C8 1.087
25 H 2.215 0.885 1.726  C10 1.089
26 H 2.159 -0.615 0.804  C10 1.091
27 H -1.049 -0.078 3.643  O13 0.967
28 H 1.844 -0.783 4.586  O14 0.969
29 C -0.868 0.369 -4.342  O30 1.364, H31 1.112, H32 1.122, H33 1.114
30 O 0.138 0.131 -3.451  C29 1.364
31 H -0.905 -0.354 -5.186  C29 1.112
32 H -1.900 0.328 -3.903  C29 1.122
33 H -0.825 1.367 -4.834  C29 1.114

- E: -1422.1132 hartree
- Frontier orbital gap: 5.455 eV
- Largest force on an atom: 0.7 eV/Å
- E_HOMO: -5.88 eV
- Molecular weight: 369.092 g/mol
- ΔE to the lowest compared entry with this formula, charge and spin: 0.0 kJ/mol
- Charge: 0

Atom charges from the Mulliken analysis, given in e for atoms 1 to 8:
1 O -0.5101
2 C 0.5385
3 O -0.4695
4 C -0.5317
5 N -0.0714
6 C -0.6128
7 C -1.0285
8 C -1.1929